(1)
# C26H53ClO2P2PtSi2

A molecular structure, C26H53ClO2P2PtSi2 (the ωB97M-V functional and the def2-TZVPD basis, the Open Molecules 2025 dataset).

ORCA input file:
```
! wB97M-V def2-TZVPD RIJCOSX def2/J DEFGRID3
* xyz 0 5
Pt -0.5651 -0.2233 0.5041
C 2.1433 0.1875 -0.9539
C 1.9413 -0.2860 -2.2781
C 1.9223 0.8606 -3.1247
Si 1.8106 -2.1132 -2.6344
C 2.1001 2.0143 -2.3196
C 2.2367 1.6025 -0.9613
Si 2.6339 2.5485 0.5963
H 2.2930 -0.4444 -0.0810
H 1.8065 0.8328 -4.2058
H 2.1444 3.0448 -2.6637
Cl -5.5339 -0.5307 0.9687
C 4.2957 1.9517 1.2070
C 2.6889 4.3573 0.1515
C 3.4454 -2.9123 -2.2388
C 1.3785 -2.3114 -4.4397
H 3.1744 4.4708 -0.8274
H 3.2944 4.8885 0.8991
H 1.6957 4.8199 0.1002
H 4.1814 1.1268 1.9261
H 4.8359 2.7775 1.6918
H 4.8915 1.5944 0.3546
H 1.8378 -1.4998 -5.0201
H 0.3018 -2.3269 -4.6490
H 1.8103 -3.2660 -4.7732
H 4.2323 -2.1461 -2.2396
H 3.6831 -3.6628 -3.0039
H 3.4294 -3.4001 -1.2557
C 1.3802 2.1794 1.9656
C 0.4688 -2.8573 -1.5131
P -0.3362 1.7199 1.5580
H 1.3734 3.0565 2.6329
H 1.7691 1.3287 2.5557
P -0.9773 -1.8359 -1.0620
H 0.9345 -3.1657 -0.5597
H 0.1147 -3.7668 -2.0293
C -2.1955 -3.0607 -0.4231
C -1.5331 -1.0085 -2.6220
C -0.9738 3.1961 0.6244
C -1.2447 1.6960 3.1729
C -1.3304 0.2794 3.7405
H -2.2580 2.0496 2.9128
C -0.6473 2.6283 4.2318
H 0.3417 2.2769 4.5520
H -1.3087 2.6074 5.1078
H -0.5713 3.6705 3.9020
H -1.7658 -0.4366 3.0290
H -1.9571 0.2987 4.6447
H -0.3246 -0.0753 4.0117
H -0.3241 3.2000 -0.2673
C -0.8139 4.5271 1.3688
C -2.4273 3.0434 0.1739
H 0.2060 4.7292 1.7157
H -1.4990 4.5893 2.2247
H -1.0950 5.3347 0.6779
H -2.6251 2.1114 -0.3701
H -2.6774 3.8784 -0.4984
H -3.1118 3.1004 1.0334
H -0.7489 -1.3124 -3.3326
C -1.4823 0.5212 -2.4973
C -2.8773 -1.5107 -3.1720
H -2.8018 -2.5174 -3.6054
H -3.1977 -0.8419 -3.9836
H -3.6739 -1.5133 -2.4132
H -0.9048 0.8648 -1.6118
H -2.4915 0.9509 -2.4278
H -0.9868 0.9518 -3.3791
C -1.7970 -3.5268 0.9789
C -2.3918 -4.2834 -1.3287
H -3.1408 -2.4997 -0.3491
H -1.5032 -4.9257 -1.3240
H -2.6402 -4.0346 -2.3640
H -3.2240 -4.8719 -0.9214
H -0.9130 -4.1771 0.9304
H -2.6262 -4.1078 1.4100
H -1.5726 -2.6951 1.6594
C -3.6710 -0.3563 0.8446
H -3.2549 -1.2376 1.3379
H -3.4592 -0.2914 -0.2285
H -3.4277 0.5700 1.3732
C 2.3626 -2.8744 2.6125
C 1.5570 -1.6403 2.2833
O 1.6553 -0.6282 2.9962
O 0.8049 -1.7699 1.2189
H 1.7507 -3.7757 2.5109
H 2.7361 -2.7819 3.6315
H 3.2192 -2.9345 1.9300
*
```

Summary:
HOMO (spin up / spin down) = -3.375 / -8.246 eV
Gap between HOMO and LUMO (spin up / spin down) = 3.9 / 6.1 eV
LUMO level (spin up / spin down) = 0.5644 / -2.1426 eV

Atom charges from the Mulliken analysis, given in e for atoms 1 to 8:
1. Pt 2.020
2. C -0.321
3. C 0.238
4. C -1.109
5. Si 0.517
6. C -0.897
7. C 0.486
8. Si 0.319

(2)
# C5H9P

C5H9P in the gas phase (the ωB97M-V functional and the def2-TZVPD basis, the Open Molecules 2025 dataset).

ORCA input file:
```
! wB97M-V def2-TZVPD RIJCOSX def2/J DEFGRID3
* xyz 0 1
P 1.5435 1.7432 -0.5611
C 0.0885 0.9979 0.4546
C -1.0223 0.3567 -0.8850
C -0.9325 -0.9655 -0.8226
C 0.0047 -1.3750 0.3210
C 0.4015 -0.2613 1.3019
H 0.7856 2.4464 -1.5122
H 1.2404 0.6009 -1.3781
H -0.5590 1.7558 1.0149
H -1.8524 1.0343 -1.2690
H -1.3906 -1.7194 -1.3721
H -0.5593 -2.1794 0.8874
H 0.9508 -1.9215 -0.1395
H -0.1908 -0.1526 2.2441
H 1.4918 -0.3604 1.7159
*
```

Summary:
HOMO = -8.859 eV
Gap between HOMO and LUMO = 10.0 eV
Structure (SMILES) = P[C@H]1C=CCC1
LUMO level = 1.0919 eV

Atom charges from the Mulliken analysis, given in e for atoms 1 to 8:
1. P -0.093
2. C -0.379
3. C -0.632
4. C -0.249
5. C -0.559
6. C -0.440
7. H 0.027
8. H 0.068

(3)
# CH2P2

2 unconnected molecules or ions with the total composition CH2P2 (the ωB97M-V functional and the def2-TZVPD basis, the Open Molecules 2025 dataset).

ORCA input file:
```
! wB97M-V def2-TZVPD RIJCOSX def2/J DEFGRID3
* xyz 0 1
C 0.3881 0.9544 -0.3250
P 1.5040 1.9058 -1.0775
P -0.5019 0.7768 -1.7994
H 0.2565 1.4019 2.1609
H 0.2502 -0.2517 -2.7032
*
```

Summary:
HOMO (spin up / spin down) = -9.015 / -8.330 eV
Gap between HOMO and LUMO (spin up / spin down) = 7.6 / 7.7 eV
LUMO level (spin up / spin down) = -1.3847 / -0.6638 eV

Taken from the Mulliken analysis, the atomic charges in e are:
1. C 0.019
2. P 0.000
3. P -0.122
4. H 0.047
5. H 0.056

(4)
# C3H5NO

C3H5NO in the gas phase (the ωB97M-V functional and the def2-TZVPD basis, the Open Molecules 2025 dataset).

ORCA input file:
```
! wB97M-V def2-TZVPD RIJCOSX def2/J DEFGRID3
* xyz 0 1
N 2.8196 -0.6169 0.1484
C 1.8142 -0.0639 0.0034
C 0.5164 0.5829 -0.1992
C -0.6349 -0.2999 0.2923
O -1.8121 0.2008 -0.3023
H 0.5049 1.5541 0.3052
H 0.3734 0.7645 -1.2691
H -0.6914 -0.2616 1.3898
H -0.4417 -1.3415 0.0041
H -2.4483 -0.5184 -0.3726
*
```

Summary:
HOMO = -11.072 eV
Gap between HOMO and LUMO = 11.7 eV
Structure (SMILES) = N#CCCO
LUMO level = 0.6539 eV

Atom charges from the Mulliken analysis, given in e for atoms 1 to 8:
1. N -0.381
2. C 0.205
3. C -0.301
4. C -0.424
5. O -0.500
6. H 0.250
7. H 0.254
8. H 0.259

(5)
# C3H3N3O

A molecular structure, C3H3N3O (the ωB97M-V functional and the def2-TZVPD basis, the Open Molecules 2025 dataset).

ORCA input file:
```
! wB97M-V def2-TZVPD RIJCOSX def2/J DEFGRID3
* xyz 0 1
N 1.8708 0.5589 -0.0683
C 0.5019 0.2619 0.0786
N 1.4105 1.9092 -0.2452
N 0.2163 1.6738 0.0886
O -2.2605 0.3603 0.6400
C -1.7327 -0.6683 0.2887
C -0.2818 -0.8087 0.0140
H 2.4713 0.1027 -0.7502
H -2.3185 -1.5999 0.1756
H 0.1228 -1.7898 -0.2218
*
```

Summary:
HOMO = -10.184 eV
Gap between HOMO and LUMO = 9.2 eV
LUMO level = -0.9591 eV

Atom charges from the Mulliken analysis, given in e for atoms 1 to 8:
1. N -0.218
2. C 0.512
3. N -0.263
4. N -0.105
5. O -0.456
6. C 0.055
7. C -0.445
8. H 0.286

(6)
# H56O28

28 unconnected molecules or ions with the total composition H56O28 (the ωB97M-V functional and the def2-TZVPD basis, the Open Molecules 2025 dataset).

ORCA input file:
```
! wB97M-V def2-TZVPD RIJCOSX def2/J DEFGRID3
* xyz 0 1
O -1.7504 -0.7506 -0.8007
H -1.5311 -0.3894 -1.6954
H -2.4072 -1.4309 -0.9531
O 2.1644 3.7392 3.3734
H 1.4277 3.1670 3.6940
H 1.7297 4.6065 3.2970
O 2.1305 -1.5189 3.8795
H 2.8831 -2.0757 3.5669
H 2.4649 -0.7624 4.3700
O 3.5266 2.8888 1.1449
H 3.1105 3.3652 1.8940
H 3.5720 3.5308 0.4462
O -3.6188 -4.3072 1.1708
H -3.1415 -4.6441 1.9621
H -4.1703 -3.5987 1.5148
O -3.3191 3.3453 -3.3028
H -2.4413 3.6589 -3.6136
H -3.3104 2.3903 -3.3528
O 3.9781 -2.9511 2.5876
H 4.1223 -3.8844 2.7787
H 3.5384 -2.8103 1.7197
O -0.3643 3.7319 0.9851
H -1.1828 3.7238 1.5106
H -0.5933 3.5134 0.0753
O -5.0706 -0.4865 -2.6661
H -5.6458 0.2021 -2.3002
H -4.8878 -1.0975 -1.9183
O -2.4443 2.4897 2.4751
H -2.0087 2.1750 3.2817
H -2.1570 1.9143 1.7839
O 2.3738 -2.2453 0.4757
H 2.6981 -1.3553 0.2789
H 1.4917 -2.1045 0.8932
O -0.3112 -0.6577 1.3399
H 0.3002 0.1006 1.3332
H -0.8696 -0.6548 0.5263
O -0.3628 -2.2801 3.4509
H -0.5269 -1.8276 2.5992
H 0.6079 -2.1170 3.5971
O 0.4394 1.6723 3.6297
H 0.1953 1.2108 4.4077
H 0.9589 1.0793 3.0366
O 2.1161 -0.4774 -2.6601
H 1.7488 0.4020 -2.8126
H 2.8562 -0.3312 -2.0357
O -3.9341 -2.5619 -1.2349
H -4.2198 -3.2109 -0.5826
H -3.7323 -3.1793 -1.9542
O -2.0596 0.2989 -3.2376
H -1.6697 -0.0080 -4.1151
H -3.0093 0.0433 -3.1597
O -1.6909 -0.1366 4.9327
H -2.5214 -0.4961 5.2512
H -1.4251 -0.8123 4.2377
O 4.4291 -0.7453 -1.4111
H 4.9132 -0.2362 -0.7007
H 5.0678 -1.0953 -2.0195
O 0.2911 1.9149 -1.6742
H 0.5022 1.2740 -0.9537
H -0.5063 1.6450 -2.1602
O 2.2502 5.1711 0.0878
H 1.4784 4.5812 0.3132
H 1.7628 5.9590 -0.2058
O -0.7676 -5.2026 3.1941
H -0.2665 -5.4598 2.4141
H -0.5747 -4.2624 3.3563
O -0.2034 3.6242 -4.0915
H 0.3969 2.8651 -4.1977
H -0.2365 4.0014 -4.9779
O 0.5729 -2.8048 -3.3630
H -0.2783 -2.9393 -2.9105
H 1.0733 -2.2019 -2.7763
O 5.5030 0.4099 0.7262
H 5.0800 1.1090 1.1937
H 5.9424 -0.1488 1.3678
O -4.0352 -2.7746 -4.0098
H -3.5967 -2.4954 -4.8201
H -4.7949 -2.1948 -3.8881
O 1.2324 1.5049 0.9685
H 2.1862 1.7620 0.9318
H 0.7108 2.3124 1.2162
O -0.8603 -0.9886 -5.3337
H -0.1777 -1.6573 -5.1129
H -1.1516 -1.0126 -6.2684
*
```

Summary:
HOMO = -10.645 eV
Gap between HOMO and LUMO = 10.6 eV
LUMO level = -0.0014 eV

Atom charges from the Mulliken analysis, given in e for atoms 1 to 8:
1. O -0.479
2. H 0.266
3. H 0.168
4. O -0.680
5. H 0.369
6. H 0.320
7. O -0.677
8. H 0.380